Entry 1:
Here is C43H34BrIN6O5ReS2 as an isolated structure at a distorted geometry from OMol25. Energies are from ωB97M-V with the def2-TZVPD basis set.

Computed properties:
E_HOMO (spin up / spin down) ... -12.620 / -12.719 eV
F_max ... 1.6 eV/Å
<S²> ... 3.77
LUMO level (spin up / spin down) ... -5.764 / -6.331 eV
Total charge ... +2
Spin multiplicity ... 4
Frontier orbital gap (spin up / spin down) ... 6.86 / 6.39 eV

```
93
Properties=species:S:1:pos:R:3:forces:R:3:lowdin_spin:R:1
Re -0.530 0.120 0.509 -0.492 -0.775 1.352 2.323
C -4.944 -0.245 1.374 0.020 -0.057 0.084 0.001
C -4.035 -1.034 2.269 -0.081 0.013 -0.115 0.010
N -4.511 -2.067 2.930 0.007 -0.067 0.094 0.004
C -3.703 -2.837 3.689 -0.215 0.200 -0.211 0.010
C -2.366 -2.584 3.835 0.094 -0.084 0.021 0.000
C -1.446 -3.478 4.627 0.050 0.061 -0.071 0.000
O -0.191 -3.664 3.966 -0.129 0.046 0.096 0.000
C -1.839 -1.484 3.139 0.101 0.124 -0.161 0.018
C -0.486 -1.050 3.330 0.169 0.222 -0.059 0.020
N 0.122 -0.391 2.403 0.018 -0.350 0.159 0.011
C 1.300 0.486 2.431 0.060 -0.013 0.197 0.008
C 2.573 -0.332 2.532 -0.080 0.007 0.003 0.000
C 3.757 0.233 2.713 0.095 0.049 -0.027 0.000
C 3.937 1.730 2.802 -0.093 -0.119 -0.211 0.000
C 2.021 3.471 3.177 0.231 0.141 -0.025 0.001
C 0.819 2.928 3.190 -0.274 -0.171 0.007 0.000
I -1.062 3.609 2.792 0.041 0.007 0.043 0.004
C -2.661 -0.701 2.320 -0.033 0.117 0.001 0.021
O -2.218 0.347 1.614 0.521 0.208 -0.472 0.135
H -5.951 -0.645 1.445 -0.017 0.017 0.000 0.000
H -4.603 -0.313 0.336 -0.017 -0.004 0.055 0.000
H -4.948 0.813 1.645 0.000 -0.047 0.006 0.001
H -4.169 -3.688 4.174 0.000 0.032 -0.048 0.000
H -1.938 -4.430 4.826 -0.006 -0.037 0.025 0.000
H -1.213 -3.028 5.594 0.058 -0.002 0.018 0.000
H -0.323 -4.259 3.219 -0.014 0.000 -0.018 0.000
H -0.038 -1.174 4.306 0.106 -0.106 -0.022 0.001
H 2.466 -1.410 2.437 0.064 0.085 -0.003 0.000
H 4.658 -0.370 2.754 -0.052 0.031 -0.050 0.000
H 4.836 1.952 3.374 -0.004 0.036 0.134 0.000
H 2.450 4.439 2.961 -0.009 -0.089 0.035 0.000
S -3.513 4.909 -0.715 0.013 -0.108 0.070 0.000
C -4.013 6.424 -1.312 -0.059 0.016 0.050 -0.003
C -3.405 6.729 -2.488 0.051 0.004 -0.112 0.000
C -2.511 5.712 -2.913 0.033 0.133 -0.191 -0.003
C -2.455 4.649 -2.056 -0.015 -0.100 0.108 0.000
C -1.617 3.450 -2.156 -0.035 0.109 -0.101 -0.001
C -1.644 2.483 -1.141 -0.142 -0.163 0.100 0.036
N -0.846 1.422 -1.131 0.038 0.098 -0.099 0.025
C 0.037 1.245 -2.148 -0.054 -0.022 0.191 0.019
C 0.076 2.094 -3.245 0.025 0.118 -0.152 0.000
C 0.991 1.773 -4.311 -0.051 0.071 -0.049 0.000
C 1.788 0.685 -4.245 0.053 -0.072 -0.042 -0.004
C 1.776 -0.183 -3.094 0.106 0.020 -0.183 0.002
C 2.551 -1.343 -2.961 0.071 -0.026 -0.091 0.014
C 2.457 -2.137 -1.830 0.068 -0.077 -0.010 0.001
C 1.623 -1.677 -0.794 0.029 0.145 0.031 0.021
N 0.891 -0.579 -0.897 0.271 -0.115 -0.310 0.014
C 0.926 0.140 -2.049 -0.112 -0.096 0.216 0.010
C 3.176 -3.406 -1.695 -0.065 0.035 0.074 0.000
C 3.935 -4.044 -2.639 0.096 0.002 -0.165 -0.001
C 4.464 -5.279 -2.191 0.030 0.034 -0.088 0.000
C 4.097 -5.563 -0.912 0.011 -0.056 0.069 -0.001
S 3.105 -4.348 -0.251 -0.068 0.087 0.072 0.000
C -0.766 3.216 -3.226 -0.003 0.016 -0.096 0.033
H -4.740 7.006 -0.764 0.059 -0.045 -0.048 0.000
H -3.589 7.643 -3.036 0.026 -0.062 0.027 0.000
H -1.933 5.783 -3.826 -0.050 0.001 0.073 0.000
H -2.350 2.556 -0.320 0.097 -0.018 0.044 0.002
H 1.017 2.419 -5.180 0.007 -0.024 0.034 0.000
H 2.458 0.449 -5.063 -0.033 0.002 0.024 0.000
H 3.222 -1.625 -3.765 -0.063 0.019 0.008 0.001
H 1.544 -2.229 0.135 -0.077 0.003 -0.021 0.001
H 4.113 -3.654 -3.634 -0.013 -0.048 0.073 0.000
H 5.086 -5.929 -2.791 -0.044 0.055 0.029 0.000
H 4.350 -6.430 -0.319 -0.017 0.061 -0.056 0.000
H -0.741 3.906 -4.061 0.021 -0.032 0.040 0.002
C 4.064 2.374 1.424 -0.032 0.046 0.076 0.000
N 2.777 2.278 3.602 -0.039 0.089 -0.224 0.000
C 1.277 1.540 3.592 -0.005 0.054 -0.107 0.002
N 0.870 1.082 4.827 0.033 0.008 -0.084 0.001
O 1.127 1.162 1.214 -0.417 -0.095 0.027 0.087
H 4.274 3.443 1.496 0.019 -0.060 0.022 0.000
H 3.160 2.211 0.842 -0.022 0.004 -0.015 0.000
H 4.901 1.906 0.907 0.000 0.010 0.008 0.000
H 3.064 2.348 4.577 -0.025 -0.064 0.065 0.000
H 1.297 0.241 5.184 0.021 -0.002 0.016 0.000
H 0.652 1.769 5.534 0.004 0.004 -0.016 0.000
Br -2.142 -0.985 -6.628 0.008 -0.001 0.012 0.000
C -1.912 -1.508 -4.831 0.028 0.020 -0.044 0.000
C -1.097 -2.591 -4.533 0.043 -0.062 0.037 0.000
C -0.904 -2.949 -3.207 0.123 -0.018 -0.075 0.001
C -1.507 -2.218 -2.189 -0.088 0.128 0.199 0.004
C -2.356 -1.162 -2.508 -0.003 0.061 -0.035 0.000
C -2.563 -0.800 -3.831 -0.028 0.023 0.095 0.000
C -1.183 -2.565 -0.769 -0.029 -0.006 -0.009 0.015
O -0.671 -3.612 -0.460 0.044 0.021 0.092 0.009
O -1.462 -1.622 0.151 0.074 0.392 -0.462 0.145
H -0.624 -3.148 -5.332 -0.021 0.028 0.053 0.000
H -0.271 -3.790 -2.947 -0.041 0.025 -0.018 0.000
H -2.870 -0.629 -1.718 0.006 0.013 0.010 0.000
H -3.228 0.016 -4.088 0.026 -0.054 0.023 0.000
```
Forces are in eV/Å.

Entry 2:
Here is C43H34CrN5O7P2S4 as an isolated structure at a distorted geometry from OMol25. Energies are from ωB97M-V with the def2-TZVPD basis set.

Computed properties:
E_HOMO (spin up / spin down) ... -2.592 / -2.589 eV
F_max ... 1.4 eV/Å
<S²> ... 3.80
LUMO level (spin up / spin down) ... 3.876 / 3.876 eV
Total charge ... -2
Spin multiplicity ... 4
Frontier orbital gap (spin up / spin down) ... 6.47 / 6.47 eV

```
96
Properties=species:S:1:pos:R:3:forces:R:3:lowdin_spin:R:1
Cr -0.325 -0.651 1.436 0.433 -0.719 0.581 2.904
S -1.265 -3.633 -0.868 0.063 0.022 0.093 0.004
C -0.771 -3.906 0.740 -0.155 -0.093 -0.106 0.005
S -1.191 -2.782 2.025 -0.109 -0.123 0.133 -0.010
C -0.137 -5.092 1.095 0.090 0.056 0.200 -0.005
C 0.262 -5.386 2.435 0.057 0.010 0.008 -0.001
N 0.617 -5.685 3.493 -0.064 0.006 -0.082 -0.001
C 0.188 -6.102 0.141 -0.014 -0.026 -0.047 -0.001
N 0.485 -6.956 -0.577 -0.048 0.063 0.043 -0.002
C 2.758 1.412 0.760 0.042 0.000 0.119 0.001
C 1.475 1.962 1.259 0.021 -0.071 -0.324 0.011
N 0.343 1.297 1.369 0.051 0.295 -0.054 -0.001
C -0.609 2.181 1.806 -0.008 -0.068 -0.201 0.004
C -0.048 3.415 1.942 -0.180 -0.074 -0.091 0.001
N 1.266 3.255 1.569 0.101 0.048 0.222 0.004
C -0.619 4.741 2.246 0.050 0.180 0.104 0.000
O -1.905 4.770 2.523 -0.155 -0.095 0.036 0.000
O 0.070 5.740 2.223 0.045 -0.081 -0.019 0.000
C -1.980 1.640 2.000 -0.164 -0.053 0.049 0.004
O -2.904 2.399 2.338 0.092 0.084 -0.013 0.006
O -2.075 0.392 1.789 -0.060 0.057 -0.076 0.013
H 2.622 0.338 0.621 0.014 0.026 0.014 0.000
H 3.551 1.587 1.488 -0.010 0.000 -0.034 0.000
H 3.026 1.887 -0.187 -0.018 -0.013 -0.015 0.000
H 1.990 3.919 1.793 0.022 0.119 -0.092 0.000
H -2.343 3.845 2.473 0.062 0.041 -0.024 0.000
C -0.808 -1.145 -2.605 0.413 -0.499 0.503 -0.002
P -1.361 -0.688 -0.872 -0.518 0.890 -0.894 -0.008
C -1.441 1.159 -1.271 0.157 -0.047 0.204 0.001
C -2.576 1.958 -1.177 -0.043 -0.020 0.148 -0.001
C -2.515 3.324 -1.440 -0.015 0.001 0.051 0.000
C -1.321 3.913 -1.818 0.112 0.004 -0.025 -0.001
C -0.178 3.126 -1.929 -0.004 0.032 0.007 0.000
C -0.243 1.774 -1.642 -0.091 -0.004 0.089 0.000
C -3.173 -0.981 -0.983 -0.005 -0.240 -0.039 -0.003
C -3.853 -0.631 -2.148 -0.031 -0.151 -0.026 -0.001
C -5.211 -0.889 -2.283 0.049 0.030 -0.074 0.000
C -5.908 -1.498 -1.250 0.006 -0.033 0.082 0.000
C -5.239 -1.839 -0.082 -0.010 0.037 -0.062 0.000
C -3.882 -1.580 0.052 -0.019 0.040 0.051 0.000
P 0.883 -1.949 -2.688 0.058 0.024 -0.081 0.000
C 0.650 -2.900 -4.263 0.015 -0.036 0.066 0.000
C 1.593 -2.894 -5.293 -0.101 0.003 0.022 0.000
C 1.397 -3.641 -6.447 -0.003 -0.011 0.019 0.000
C 0.263 -4.430 -6.586 0.061 0.002 0.011 0.000
C -0.646 -4.500 -5.541 -0.014 -0.007 0.017 0.000
C -0.449 -3.754 -4.388 -0.033 0.061 -0.003 0.000
C 1.885 -0.540 -3.371 -0.177 -0.071 -0.029 0.000
C 3.070 -0.221 -2.716 -0.032 -0.001 0.065 0.000
C 3.854 0.850 -3.138 0.007 0.011 0.016 0.000
C 3.457 1.612 -4.225 -0.016 -0.007 0.011 0.000
C 2.281 1.293 -4.898 -0.029 0.011 -0.024 0.000
C 1.508 0.224 -4.478 0.085 0.061 0.048 0.000
H -0.880 -0.290 -3.270 -0.041 0.086 -0.038 0.000
H -1.517 -1.911 -2.910 -0.025 0.060 -0.100 0.000
H -3.520 1.520 -0.876 0.067 0.083 0.052 0.000
H -3.405 3.932 -1.327 -0.002 -0.037 0.000 0.000
H -1.271 4.978 -2.008 -0.008 -0.026 -0.011 0.000
H 0.765 3.570 -2.230 -0.010 -0.012 0.053 0.000
H 0.658 1.174 -1.676 0.177 -0.011 -0.095 0.000
H -3.324 -0.148 -2.961 -0.012 -0.017 0.002 0.000
H -5.722 -0.619 -3.200 0.011 0.011 0.005 0.000
H -6.966 -1.708 -1.356 0.011 0.001 0.001 0.000
H -5.768 -2.328 0.727 0.003 0.041 0.004 0.000
H -3.366 -1.860 0.960 0.064 -0.038 0.002 0.000
H 2.488 -2.293 -5.202 0.006 0.072 -0.012 0.000
H 2.134 -3.602 -7.241 -0.005 0.000 0.007 0.000
H 0.101 -5.000 -7.493 0.011 -0.015 0.012 0.000
H -1.513 -5.146 -5.619 0.007 0.016 0.027 0.000
H -1.148 -3.849 -3.563 0.018 -0.044 -0.081 0.000
H 3.365 -0.811 -1.854 -0.010 0.034 -0.008 0.000
H 4.770 1.092 -2.610 -0.026 -0.014 -0.003 0.000
H 4.056 2.455 -4.550 -0.003 -0.017 0.007 0.000
H 1.965 1.886 -5.749 0.013 -0.011 0.007 0.000
H 0.603 -0.028 -5.020 -0.026 0.008 0.023 0.000
C 2.190 -2.155 1.851 -0.113 0.125 0.069 0.011
O 1.341 -1.373 1.058 0.051 0.211 -0.416 0.090
H 2.843 -1.519 2.469 -0.014 -0.030 -0.015 0.003
H 2.825 -2.785 1.215 -0.031 0.021 -0.048 -0.001
H 1.638 -2.814 2.527 -0.029 -0.030 0.002 0.001
O 3.170 3.417 4.011 -0.219 -0.058 -0.108 0.001
S 3.089 2.133 4.671 0.277 0.162 0.059 0.001
O 4.351 1.559 5.061 -0.113 -0.094 0.055 0.001
N 2.199 1.073 3.800 -0.013 0.167 0.240 0.004
C 1.118 0.703 4.450 0.016 -0.347 -0.576 0.000
S -0.034 -0.419 3.920 0.026 0.087 0.248 -0.029
C 0.955 1.341 5.790 -0.018 0.125 0.366 -0.002
C -0.064 1.164 6.712 -0.022 -0.045 -0.052 -0.001
C -0.011 1.880 7.900 -0.022 -0.007 0.063 0.000
C 1.039 2.754 8.168 -0.008 -0.026 -0.051 0.000
C 2.061 2.930 7.244 0.157 0.128 0.000 0.000
C 1.991 2.214 6.068 -0.090 -0.238 -0.233 0.000
H -0.871 0.478 6.488 -0.017 0.032 0.013 -0.001
H -0.798 1.759 8.634 -0.004 -0.016 -0.024 0.000
H 1.059 3.299 9.103 0.000 0.006 -0.016 0.000
H 2.883 3.607 7.436 -0.013 -0.015 -0.005 0.000
```
Forces are in eV/Å.

Entry 3:
Here is C43H34F4N7O7PS2Ti as an isolated structure at a distorted geometry from OMol25. Energies are from ωB97M-V with the def2-TZVPD basis set.

Computed properties:
E_HOMO (spin up / spin down) ... -2.016 / -2.201 eV
F_max ... 1.5 eV/Å
<S²> ... 2.03
LUMO level (spin up / spin down) ... 3.152 / 3.119 eV
Total charge ... -2
Spin multiplicity ... 3
Frontier orbital gap (spin up / spin down) ... 5.17 / 5.32 eV

```
99
Properties=species:S:1:pos:R:3:forces:R:3:lowdin_spin:R:1
Ti 0.549 0.289 -0.818 -1.143 -0.421 0.882 0.950
C -4.100 -2.108 0.713 0.003 0.034 0.006 0.000
C -3.272 -2.881 1.751 0.059 0.010 0.021 0.000
C -4.236 -3.412 2.815 -0.002 -0.002 0.005 0.000
C -2.574 -4.069 1.069 0.020 0.008 -0.010 0.000
C -2.198 -1.973 2.360 -0.072 -0.037 -0.078 0.002
C -1.954 -1.908 3.731 0.041 0.034 0.096 0.017
C -0.956 -1.085 4.240 0.036 -0.001 -0.002 0.002
C -0.195 -0.328 3.367 0.026 0.014 0.124 0.011
S 1.104 0.770 3.749 0.012 -0.038 -0.015 0.105
C 1.288 1.156 2.040 -0.184 -0.070 -0.100 0.253
N 0.452 0.426 1.224 0.205 0.040 1.009 0.116
C -0.412 -0.378 1.990 0.269 0.186 -0.158 -0.001
C -1.412 -1.212 1.505 0.021 0.051 -0.137 0.015
C 2.233 2.133 1.632 -0.146 -0.115 -0.076 0.047
C 3.248 2.575 2.523 -0.032 0.010 -0.022 0.081
C 4.232 3.450 2.129 -0.038 0.025 -0.054 -0.005
C 4.254 3.962 0.827 0.075 0.025 0.130 0.110
C 3.253 3.592 -0.050 -0.094 -0.071 -0.131 -0.010
C 2.261 2.704 0.335 -0.064 0.077 0.046 0.090
H -4.918 -2.738 0.350 0.061 0.028 0.000 0.000
H -3.502 -1.808 -0.152 -0.036 -0.024 0.061 0.000
H -4.521 -1.203 1.157 0.002 -0.011 -0.025 0.000
H -5.024 -3.997 2.333 0.044 0.020 0.028 0.000
H -4.706 -2.588 3.358 0.014 -0.062 -0.029 0.000
H -3.730 -4.064 3.533 -0.031 0.039 -0.027 0.000
H -3.305 -4.699 0.552 0.027 0.026 0.024 0.000
H -2.048 -4.683 1.808 -0.035 0.026 -0.061 0.000
H -1.834 -3.721 0.340 -0.067 -0.040 0.038 0.000
H -2.547 -2.487 4.426 -0.009 0.042 -0.025 0.001
H -0.783 -1.025 5.309 -0.019 -0.025 -0.050 -0.001
H -1.576 -1.268 0.440 -0.024 0.003 0.003 0.001
H 3.260 2.180 3.532 0.036 0.013 -0.020 0.007
H 5.005 3.737 2.832 -0.024 -0.017 0.007 -0.003
H 5.040 4.634 0.508 -0.034 -0.026 0.006 0.008
H 3.237 3.984 -1.062 0.022 -0.008 0.037 -0.003
O 7.179 -0.043 -2.971 0.112 0.101 0.219 0.001
C 6.887 -0.229 -1.776 0.018 -0.351 -0.151 0.001
O 7.574 -0.593 -0.800 0.001 0.204 -0.152 0.001
C 5.379 -0.073 -1.464 -0.075 0.006 0.064 0.015
C 4.899 -0.253 -0.176 -0.028 0.025 0.053 -0.002
C 3.538 -0.207 0.066 0.008 -0.104 0.067 0.014
N 2.637 -0.006 -0.900 1.260 -0.095 -0.360 0.001
C 3.109 0.177 -2.154 -0.150 -0.095 -0.046 0.012
C 4.445 0.163 -2.468 0.080 0.064 -0.173 -0.003
C 2.029 0.273 -3.208 -0.029 -0.024 0.382 0.002
O 2.262 0.225 -4.386 -0.002 0.050 -0.315 0.001
O 0.819 0.355 -2.673 0.831 0.247 -1.250 -0.008
H 5.609 -0.443 0.617 -0.016 -0.008 -0.001 0.000
H 3.143 -0.359 1.060 -0.059 0.008 0.066 0.001
H 4.766 0.303 -3.492 0.029 -0.052 0.049 0.000
F -3.529 4.442 2.228 0.021 0.013 0.057 0.000
C -3.405 4.784 0.933 0.046 0.129 0.150 0.000
C -3.553 6.116 0.604 -0.033 -0.031 0.131 0.000
F -3.824 6.963 1.614 -0.028 0.021 0.064 0.000
C -3.440 6.614 -0.700 -0.056 0.339 -0.113 0.000
C -3.165 5.608 -1.634 0.038 -0.065 -0.073 0.000
C -3.019 4.278 -1.298 -0.082 -0.011 -0.187 0.000
F -2.790 3.404 -2.303 0.016 -0.011 -0.014 0.001
C -3.127 3.799 -0.001 0.056 -0.348 0.038 0.002
C -2.958 2.368 0.345 -0.065 -0.045 0.149 0.007
C -2.100 1.566 -0.347 -0.232 0.074 0.041 0.033
N -1.363 0.857 -0.931 -1.189 0.329 -0.112 0.008
C -3.665 1.739 1.413 0.030 0.108 -0.234 0.002
N -4.240 1.202 2.261 0.069 0.022 -0.095 0.002
F -3.043 5.921 -2.938 0.042 -0.003 -0.040 0.000
C -3.603 8.012 -1.044 -0.008 0.199 -0.065 0.000
C -3.602 8.492 -2.384 -0.070 -0.125 0.199 0.000
N -3.634 8.942 -3.452 0.039 -0.052 0.164 0.000
C -3.785 9.041 -0.077 0.067 -0.197 -0.160 0.000
N -3.926 9.928 0.655 -0.002 -0.097 -0.083 0.000
C 1.074 -6.231 -2.433 -0.021 -0.023 -0.018 0.000
C 1.862 -5.082 -1.849 -0.114 -0.002 -0.052 0.000
O 0.944 -4.163 -1.236 0.062 -0.008 -0.121 0.002
P 1.384 -2.578 -1.176 -0.112 -1.071 0.032 0.010
O 1.290 -2.321 0.413 -0.060 0.136 0.100 0.015
C 1.960 -3.085 1.415 0.112 0.038 0.043 0.002
C 1.040 -4.145 1.981 -0.064 0.013 -0.002 0.001
O -0.112 -1.875 -1.384 0.419 0.052 0.120 0.010
C -1.007 -2.320 -2.436 0.073 0.188 -0.115 0.001
C -0.420 -2.227 -3.831 0.050 -0.014 0.062 0.000
H 1.744 -6.911 -2.964 -0.047 0.012 0.032 0.000
H 0.326 -5.857 -3.136 0.043 -0.027 0.012 0.000
H 0.561 -6.787 -1.646 0.000 0.028 -0.045 0.000
H 2.443 -4.577 -2.625 -0.007 0.074 0.000 0.000
H 2.566 -5.445 -1.095 -0.009 0.024 0.042 0.000
H 2.229 -2.373 2.197 0.062 0.042 -0.001 0.000
H 2.887 -3.509 1.016 -0.002 -0.025 -0.028 0.000
H 0.128 -3.670 2.352 0.088 -0.045 0.002 0.000
H 1.536 -4.656 2.810 -0.026 0.004 -0.021 0.000
H 0.766 -4.874 1.216 0.014 0.027 0.058 0.000
H -1.882 -1.685 -2.338 -0.061 0.101 0.029 0.000
H -1.282 -3.345 -2.199 -0.043 -0.097 0.085 0.000
H -0.156 -1.204 -4.085 -0.016 0.005 -0.010 0.000
H -1.166 -2.588 -4.542 0.029 -0.018 0.011 0.000
H 0.477 -2.845 -3.929 -0.049 -0.008 -0.022 0.000
S 0.526 3.699 -2.902 -0.106 0.105 -0.116 0.036
C 0.935 2.967 -1.614 -0.067 0.457 -0.069 0.031
N 1.230 2.360 -0.593 0.291 0.068 0.216 0.005
```
Forces are in eV/Å.

Energy above the lowest of the compared OMol25 structures with the same formula, charge and spin values, unit kJ/mol, following the record order: 368.71; 64.28; 162.39.